No. 1
2 unconnected molecules or ions with the total composition C2H8OS2 in a non-equilibrium geometry. Source: the Open Molecules 2025 dataset; level of theory: ωB97M-V with the def2-TZVPD basis set.

The geometry in XYZ format:
```
13
C2H8OS2, DFT ωB97M-V with the def2-TZVPD basis set
C -0.095 2.337 -2.054
S 0.283 0.727 -1.526
S -1.073 -0.550 -2.479
H -0.858 2.830 -1.478
H 0.722 2.868 -1.834
H -0.334 2.355 -3.157
H -0.348 -1.226 -3.306
C 0.264 -1.440 2.972
O 0.044 -1.479 1.510
H -0.196 -0.453 3.144
H 1.226 -1.686 3.332
H -0.265 -2.072 3.759
H 0.630 -2.210 1.119
```

## Properties
HOMO, eV: -8.671
HOMO-LUMO gap, eV: 9.326
Energy above the lowest of the compared OMol25 structures with the same formula, charge and spin, kcal/mol: 46.2
SMILES: CSS.CO

No. 2
A gas-phase ion, C4H11N2 (charge +1) in a non-equilibrium geometry. Source: the Open Molecules 2025 dataset; level of theory: ωB97M-V with the def2-TZVPD basis set.

The geometry in XYZ format:
```
17
C4H11N2, DFT ωB97M-V with the def2-TZVPD basis set
C 1.117 1.720 0.962
C -0.296 1.077 0.887
C -0.336 -0.186 0.119
N 0.346 -1.290 0.704
C -0.972 -0.292 -1.089
N -0.633 -1.538 -1.741
H 1.564 1.716 2.028
H 1.041 2.722 0.498
H 1.878 1.198 0.317
H -0.758 1.870 0.295
H -0.779 0.721 1.816
H 1.240 -1.251 1.087
H -0.144 -1.356 1.605
H -1.451 0.365 -1.812
H -1.543 -2.011 -1.884
H -0.152 -1.311 -2.616
H -0.121 -2.155 -1.175
```

## Properties
HOMO, eV: -14.437
Charge: +1
HOMO-LUMO gap, eV: 10.998
Energy above the lowest of the compared OMol25 structures with the same formula, charge and spin, kcal/mol: 59.0
SMILES: CC/C(N)=C/[NH3+]

No. 3
3 unconnected molecules or ions with the total composition C5H12S2 in a non-equilibrium geometry. Source: the Open Molecules 2025 dataset; level of theory: ωB97M-V with the def2-TZVPD basis set.

The geometry in XYZ format:
```
19
C5H12S2, DFT ωB97M-V with the def2-TZVPD basis set
C -0.846 -1.271 -1.522
C -1.064 -1.042 -0.222
C -2.278 -0.150 0.287
S -0.166 -1.885 1.061
H -1.630 -0.929 -2.066
H -0.259 -2.133 -1.805
H -1.846 0.525 1.002
H -2.566 0.395 -0.576
H -2.998 -0.826 0.651
H 0.518 -0.758 1.549
C 1.015 2.377 -0.755
C 0.786 2.183 0.522
H 0.283 2.251 -1.464
H 1.952 2.512 -1.111
H 1.659 2.337 1.242
H -0.215 1.973 0.854
S 3.234 -1.486 0.109
H 2.439 -1.829 -0.996
H 2.146 -0.795 0.546
```

## Properties
HOMO, eV: -8.983
HOMO-LUMO gap, eV: 9.643
Energy above the lowest of the compared OMol25 structures with the same formula, charge and spin, kcal/mol: 68.9
SMILES: C=C(C)S.C=C.S

No. 4
A molecular structure, C33H44HgN4P2 in a non-equilibrium geometry. Source: the Open Molecules 2025 dataset; level of theory: ωB97M-V with the def2-TZVPD basis set.

The geometry in XYZ format:
```
84
C33H44HgN4P2, DFT ωB97M-V with the def2-TZVPD basis set
Hg 0.386 -2.507 -0.275
C -0.509 2.670 -0.865
C -1.391 2.288 -1.814
C -1.066 1.721 -3.182
C 0.150 0.760 -3.229
C 1.490 1.433 -3.407
C 1.828 2.693 -3.111
C 0.974 3.795 -2.542
C 0.600 3.671 -1.056
C 0.847 -3.019 -2.241
H -0.635 2.266 0.154
H -2.462 2.168 -1.574
H -0.957 2.492 -3.956
H -1.943 1.112 -3.454
H 0.105 0.163 -2.293
H 0.009 0.060 -4.083
H 2.254 0.742 -3.784
H 2.866 3.032 -3.278
H 0.064 3.975 -3.119
H 1.575 4.700 -2.646
H 1.445 3.363 -0.429
H 0.298 4.659 -0.655
H 1.816 -3.516 -2.172
H 0.898 -2.051 -2.750
H 0.103 -3.700 -2.653
P 1.556 -1.165 -6.854
P -2.210 -0.723 -6.904
N 2.808 -0.003 -7.170
N 2.327 -2.463 -7.936
N -2.371 0.995 -7.343
N -3.712 -1.181 -7.781
C 0.389 -0.518 -8.147
C -0.982 -1.218 -8.240
C 3.793 0.279 -6.207
C 4.778 1.062 -6.793
C 4.398 1.276 -8.157
C 3.190 0.622 -8.360
C 2.382 -3.812 -7.557
C 2.791 -4.578 -8.649
C 2.972 -3.679 -9.750
C 2.702 -2.394 -9.279
C -2.540 2.019 -6.391
C -2.269 3.250 -6.984
C -2.008 3.001 -8.369
C -2.089 1.626 -8.559
C -4.381 -0.581 -8.855
C -5.502 -1.338 -9.186
C -5.508 -2.480 -8.319
C -4.397 -2.373 -7.492
H 0.890 -0.629 -9.120
H 0.246 0.556 -7.967
H -1.442 -1.033 -9.227
H -0.851 -2.311 -8.172
H 3.722 -0.105 -5.201
H 5.688 1.422 -6.332
H 4.938 1.807 -8.927
H 2.579 0.531 -9.246
H 2.133 -4.134 -6.555
H 2.927 -5.653 -8.702
H 3.221 -3.909 -10.775
H 2.742 -1.437 -9.779
H -2.884 1.824 -5.387
H -2.240 4.226 -6.509
H -1.800 3.705 -9.166
H -2.015 1.040 -9.461
H -4.020 0.332 -9.287
H -6.222 -1.087 -9.949
H -6.255 -3.260 -8.318
H -4.036 -3.032 -6.723
C 1.154 -0.882 4.574
C -0.133 -0.480 3.863
C -1.332 -1.325 4.296
C -0.386 1.003 4.161
C 0.099 -0.835 2.472
C 0.227 -1.518 1.463
H 1.068 -0.741 5.652
H 1.971 -0.247 4.213
H 1.410 -1.922 4.347
H -1.770 -0.909 5.204
H -2.094 -1.312 3.509
H -1.026 -2.364 4.454
H 0.562 1.549 4.280
H -1.015 1.504 3.416
H -0.915 1.027 5.123
```

## Properties
HOMO, eV: -8.193
HOMO-LUMO gap, eV: 8.554
Energy above the lowest of the compared OMol25 structures with the same formula, charge and spin, kcal/mol: 2.3

No. 5
A molecular structure, C48H51AsCl4CuNO2P2 in a non-equilibrium geometry. Source: the Open Molecules 2025 dataset; level of theory: ωB97M-V with the def2-TZVPD basis set.

The geometry in XYZ format:
```
110
C48H51AsCl4CuNO2P2, DFT ωB97M-V with the def2-TZVPD basis set
Cu 0.434 -0.416 -0.623
C 1.370 -3.534 2.589
C -0.076 -3.347 2.139
C -0.775 -2.340 3.036
P -0.098 -2.652 0.390
C 0.088 -4.242 -0.607
C 1.564 -4.545 -0.842
C -0.628 -4.128 -1.946
C -1.865 -2.316 0.136
C -2.820 -3.283 0.430
C -4.138 -3.142 0.045
C -4.479 -2.064 -0.765
C -3.553 -1.092 -1.051
C -2.249 -1.108 -0.503
N -1.408 -0.052 -0.598
C -1.862 1.197 -0.903
C -3.137 1.650 -0.501
C -3.629 2.877 -0.872
C -2.864 3.738 -1.647
C -1.576 3.364 -1.975
C -1.058 2.132 -1.594
P 0.660 1.678 -1.987
C 0.607 1.836 -3.856
C 1.968 1.545 -4.476
C -0.463 0.867 -4.345
C 1.632 3.209 -1.482
C 1.063 3.778 -0.189
C 3.076 2.761 -1.254
H 1.422 -3.620 3.673
H 1.963 -2.674 2.279
H 1.804 -4.432 2.157
H -0.604 -4.307 2.168
H -0.214 -1.405 2.998
H -0.817 -2.685 4.070
H -1.787 -2.146 2.684
H -0.361 -5.050 -0.012
H 2.012 -3.747 -1.428
H 1.668 -5.477 -1.396
H 2.119 -4.628 0.088
H -0.288 -3.231 -2.460
H -1.705 -4.064 -1.820
H -0.409 -4.998 -2.563
H -2.514 -4.172 0.967
H -4.875 -3.887 0.312
H -5.476 -1.989 -1.180
H -3.813 -0.282 -1.717
H -3.745 0.998 0.110
H -4.627 3.164 -0.566
H -3.262 4.689 -1.970
H -0.955 4.035 -2.554
H 0.315 2.865 -4.107
H 2.326 0.565 -4.169
H 2.703 2.292 -4.181
H 1.895 1.557 -5.563
H -0.257 -0.129 -3.955
H -0.487 0.822 -5.433
H -1.443 1.180 -3.985
H 1.593 3.964 -2.280
H 0.933 2.965 0.532
H 0.095 4.252 -0.341
H 1.752 4.513 0.231
H 3.098 2.008 -0.468
H 3.701 3.602 -0.954
H 3.497 2.312 -2.149
Cl 4.821 -3.049 -4.834
C 4.083 -2.283 -3.476
C 4.840 -1.854 -2.404
Cl 6.553 -2.058 -2.417
C 4.209 -1.257 -1.309
Cl 5.162 -0.723 0.033
C 2.833 -1.052 -1.255
O 2.242 -0.497 -0.233
C 2.048 -1.491 -2.378
O 0.762 -1.345 -2.372
C 2.705 -2.097 -3.450
Cl 1.726 -2.640 -4.776
C -3.187 5.041 2.244
C -1.825 5.265 2.338
C -0.947 4.202 2.461
C -1.408 2.893 2.509
C -2.777 2.684 2.382
C -3.660 3.741 2.258
As -0.221 1.321 2.566
C 1.450 2.181 3.113
C 1.525 3.158 4.099
C 2.726 3.785 4.380
C 3.874 3.422 3.694
C 3.822 2.425 2.735
C 2.615 1.808 2.450
C -0.732 0.657 4.360
C -2.022 0.175 4.558
C -2.380 -0.458 5.732
C -1.441 -0.641 6.732
C -0.146 -0.195 6.539
C 0.208 0.444 5.363
H -3.872 5.871 2.141
H -1.438 6.275 2.314
H 0.115 4.399 2.517
H -3.157 1.672 2.359
H -4.720 3.548 2.159
H 0.635 3.426 4.659
H 2.772 4.564 5.131
H 4.812 3.908 3.923
H 4.719 2.129 2.209
H 2.564 1.026 1.700
H -2.747 0.265 3.759
H -3.388 -0.828 5.857
H -1.711 -1.157 7.644
H 0.599 -0.355 7.306
H 1.233 0.763 5.216
```

## Properties
HOMO (alpha / beta), eV: -4.114 / -4.070
2S+1: 2
Charge: -1
Expectation value of S²: 0.756
HOMO-LUMO gap (alpha / beta), eV: 6.506 / 6.350
Energy above the lowest of the compared OMol25 structures with the same formula, charge and spin, kcal/mol: 6.5

No. 6
A molecular structure, C6H15ClI2O2PPt in a non-equilibrium geometry. Source: the Open Molecules 2025 dataset; level of theory: ωB97M-V with the def2-TZVPD basis set.

The geometry in XYZ format:
```
28
C6H15ClI2O2PPt, DFT ωB97M-V with the def2-TZVPD basis set
I -4.120 -1.206 3.029
I -4.008 1.280 2.581
Pt 0.454 -0.123 0.048
P 0.239 -0.124 -2.345
C -1.499 -0.129 -3.060
C 0.948 1.473 -2.908
H 1.942 -1.876 -2.544
H 0.895 -1.860 -3.989
H 0.382 -2.537 -2.387
C 0.897 -1.733 -2.891
H 1.966 1.573 -2.514
H 0.942 1.548 -4.029
H -1.493 -0.127 -4.162
H -2.053 0.741 -2.681
H 0.377 2.284 -2.447
H -2.048 -1.004 -2.682
C -1.399 -0.122 -0.051
O -2.490 -0.457 -0.247
Cl 2.758 -0.093 0.811
C 0.521 0.626 4.370
C 1.379 0.476 3.179
O 0.358 -0.232 2.295
H -0.427 1.109 4.190
H 1.117 0.998 5.212
H 0.262 -0.421 4.656
H 1.663 1.253 2.513
H 2.211 -0.260 3.286
H 0.226 -1.057 2.767
```

## Properties
HOMO (alpha / beta), eV: -17.876 / -19.863
2S+1: 5
Charge: +3
Expectation value of S²: 6.015
HOMO-LUMO gap (alpha / beta), eV: 6.335 / 5.001
Energy above the lowest of the compared OMol25 structures with the same formula, charge and spin, kcal/mol: 55.0

No. 7
A gas-phase ion, C4H11N2O2 (charge -1) in a non-equilibrium geometry. Source: the Open Molecules 2025 dataset; level of theory: ωB97M-V with the def2-TZVPD basis set.

The geometry in XYZ format:
```
19
C4H11N2O2, DFT ωB97M-V with the def2-TZVPD basis set
O 2.519 0.923 0.704
C 2.002 0.463 1.794
N 0.703 -0.391 1.445
C 0.981 -1.146 0.038
C -0.433 -0.980 -0.475
N -1.283 0.353 -0.477
C -1.422 1.113 -1.600
O -2.766 1.002 -2.074
H 2.698 -0.259 2.338
H 1.617 1.210 2.636
H 0.537 -1.044 2.076
H 1.277 -2.132 0.177
H 1.737 -0.564 -0.583
H -1.050 -1.467 0.374
H -0.702 -1.434 -1.391
H -0.943 0.801 0.304
H -0.803 1.059 -2.454
H -1.398 2.147 -1.248
H -3.273 0.348 -1.584
```

## Properties
HOMO, eV: -2.733
Charge: -1
HOMO-LUMO gap, eV: 6.536
Energy above the lowest of the compared OMol25 structures with the same formula, charge and spin, kcal/mol: 121.1
SMILES: [O-]CNCCNCO

No. 8
A single C4H4N2O molecule in a non-equilibrium geometry. Source: the Open Molecules 2025 dataset; level of theory: ωB97M-V with the def2-TZVPD basis set.

The geometry in XYZ format:
```
11
C4H4N2O, DFT ωB97M-V with the def2-TZVPD basis set
C -1.358 0.652 -0.271
N -1.663 -0.467 0.394
N -0.494 -0.925 1.185
C 0.730 -0.958 0.860
C 0.817 -0.423 -0.535
O 1.314 0.833 -1.287
C 0.175 0.845 -0.342
H -2.073 1.112 -1.107
H 1.671 -1.176 1.737
H 0.130 -0.978 -1.156
H 0.752 1.484 0.522
```

## Properties
HOMO, eV: -9.849
HOMO-LUMO gap, eV: 9.674
Energy above the lowest of the compared OMol25 structures with the same formula, charge and spin, kcal/mol: 179.6
SMILES: C1=NN=C[C@@H]2O[C@@H]12

No. 9
2 unconnected molecules or ions with the total composition CH5NS in a non-equilibrium geometry. Source: the Open Molecules 2025 dataset; level of theory: ωB97M-V with the def2-TZVPD basis set.

The geometry in XYZ format:
```
8
CH5NS, DFT ωB97M-V with the def2-TZVPD basis set
C 1.089 0.317 0.207
N 0.467 -0.826 -0.245
S -2.463 0.232 -0.519
H 0.846 0.196 1.364
H 2.178 0.285 0.139
H 0.622 1.104 -0.290
H 0.275 -0.936 -1.242
H -3.015 -0.371 0.586
```

## Properties
HOMO (alpha / beta), eV: -8.857 / -8.858
HOMO-LUMO gap (alpha / beta), eV: 5.810 / 5.810
Energy above the lowest of the compared OMol25 structures with the same formula, charge and spin, kcal/mol: 102.1

No. 10
10 unconnected molecules or ions with the total composition C42H108N8O10 in a non-equilibrium geometry. Source: the Open Molecules 2025 dataset; level of theory: ωB97M-V with the def2-TZVPD basis set.

The geometry in XYZ format:
```
168
C42H108N8O10, DFT ωB97M-V with the def2-TZVPD basis set
C -4.891 -3.695 -2.455
C -3.878 -2.683 -3.016
C -2.856 -3.345 -3.869
O -1.759 -2.551 -4.212
C -0.982 -3.255 -5.163
N -4.674 -1.702 -3.832
H -4.353 -4.495 -1.947
H -5.532 -4.164 -3.201
H -5.618 -3.284 -1.754
H -3.467 -2.069 -2.215
H -3.333 -3.744 -4.763
H -2.407 -4.207 -3.376
H -0.782 -4.302 -4.936
H -0.069 -2.710 -5.403
H -1.671 -3.272 -6.007
H -4.037 -1.180 -4.416
H -5.154 -2.189 -4.575
C -7.452 1.124 -0.645
C -6.226 0.446 -1.275
C -5.525 -0.553 -0.308
O -5.007 0.344 0.694
C -4.281 -0.310 1.698
N -6.623 -0.302 -2.455
H -7.243 1.664 0.279
H -8.251 0.458 -0.320
H -7.931 1.708 -1.431
H -5.497 1.212 -1.541
H -4.698 -1.078 -0.787
H -6.206 -1.216 0.225
H -4.882 -1.087 2.172
H -4.033 0.443 2.446
H -3.371 -0.737 1.277
H -7.172 -1.109 -2.195
H -5.796 -0.725 -2.850
C -0.615 -0.279 -2.346
C 0.067 -1.162 -1.301
C -0.779 -1.336 0.015
O -0.994 -0.007 0.619
C 0.153 0.380 1.333
N 0.358 -2.498 -1.966
H -0.007 -0.141 -3.240
H -0.806 0.721 -1.956
H -1.609 -0.629 -2.625
H 1.063 -0.849 -0.986
H -0.237 -2.005 0.682
H -1.727 -1.850 -0.145
H 0.975 0.726 0.706
H 0.570 -0.342 2.035
H -0.047 1.214 2.006
H -0.274 -2.460 -2.753
H 1.210 -2.466 -2.508
C 2.203 -3.197 2.487
C 3.284 -3.507 1.394
C 3.520 -5.034 1.083
O 4.385 -5.263 -0.019
C 4.467 -6.579 -0.572
N 2.990 -2.818 0.186
H 2.458 -3.491 3.505
H 1.244 -3.676 2.288
H 2.053 -2.118 2.448
H 4.210 -3.149 1.844
H 2.556 -5.535 0.998
H 3.887 -5.535 1.979
H 3.694 -6.798 -1.308
H 4.388 -7.379 0.164
H 5.456 -6.755 -0.996
H 2.037 -3.001 -0.096
H 3.551 -3.158 -0.581
C 1.769 -5.743 -3.342
C 2.939 -5.069 -4.148
C 3.341 -3.630 -3.734
O 2.268 -2.700 -4.000
C 2.704 -1.372 -4.137
N 4.139 -5.905 -4.221
H 0.906 -5.092 -3.487
H 1.918 -5.885 -2.272
H 1.451 -6.684 -3.791
H 2.547 -4.922 -5.155
H 4.146 -3.437 -4.443
H 3.599 -3.549 -2.679
H 3.525 -1.182 -4.828
H 2.944 -0.832 -3.220
H 1.818 -0.836 -4.478
H 4.709 -5.446 -4.916
H 3.876 -6.800 -4.609
C -1.687 3.783 -0.522
C -2.971 3.121 -0.037
C -4.233 3.923 -0.420
O -4.202 5.233 0.211
C -4.388 5.338 1.580
N -2.924 1.761 -0.539
H -1.741 3.875 -1.606
H -0.818 3.176 -0.265
H -1.528 4.788 -0.130
H -2.897 3.099 1.051
H -5.175 3.420 -0.202
H -4.368 4.008 -1.498
H -3.407 5.069 1.972
H -5.137 4.595 1.854
H -4.619 6.345 1.929
H -3.729 1.270 -0.175
H -2.203 1.242 -0.059
O -3.301 1.978 -3.262
H -2.944 1.952 -2.374
H -2.967 1.183 -3.678
O 3.933 -0.356 0.536
H 4.863 -0.564 0.628
H 3.489 -1.199 0.629
C 6.867 2.524 -2.835
C 5.853 2.955 -1.751
C 6.256 4.434 -1.392
C 5.108 5.164 -0.611
C 3.832 5.135 -1.498
C 3.347 3.771 -1.891
N 4.543 2.977 -2.413
O 4.163 1.731 -2.911
C 2.743 2.993 -0.665
C 2.392 4.016 -3.082
C 6.000 2.123 -0.425
H 6.548 1.526 -3.133
H 6.833 3.246 -3.651
H 7.864 2.537 -2.394
H 7.197 4.563 -0.857
H 6.452 4.971 -2.319
H 4.846 4.698 0.339
H 5.284 6.162 -0.210
H 3.930 5.855 -2.311
H 3.058 5.596 -0.885
H 1.820 3.382 -0.235
H 3.505 2.777 0.084
H 2.390 2.004 -0.959
H 1.599 4.750 -2.937
H 1.850 3.076 -3.196
H 2.917 4.162 -4.026
H 7.030 1.875 -0.170
H 5.456 2.437 0.466
H 5.542 1.151 -0.611
H 4.194 1.206 -2.108
C -0.486 2.990 4.805
C -1.665 2.365 5.614
C -2.282 1.136 4.805
C -1.405 -0.143 4.878
C -1.133 -0.512 6.310
C -0.523 0.642 7.177
N -1.237 1.910 6.967
O -0.780 2.956 7.800
C -0.880 0.274 8.613
C 0.986 0.691 6.938
C -2.850 3.332 5.806
H 0.138 3.397 5.600
H -0.786 3.792 4.129
H 0.091 2.221 4.292
H -3.302 1.040 5.176
H -2.347 1.427 3.757
H -0.430 0.013 4.416
H -1.989 -0.912 4.373
H -0.422 -1.333 6.211
H -1.996 -0.929 6.830
H -1.956 0.300 8.785
H -0.718 -0.763 8.909
H -0.346 0.938 9.292
H 1.413 -0.289 7.152
H 1.252 1.029 5.936
H 1.449 1.432 7.589
H -3.216 3.583 4.810
H -2.617 4.245 6.353
H -3.532 2.834 6.495
H -1.518 3.121 8.392
```

## Properties
HOMO (alpha / beta), eV: -9.482 / -9.482
2S+1: 2
Charge: +1
Expectation value of S²: 0.754
HOMO-LUMO gap (alpha / beta), eV: 6.777 / 2.444